The following is a quantum chemistry calculation of a 3-piece molecular cluster, C21H40Br4FN3OP overall, from the OMol25 dataset.

```
71
C21H40Br4FN3OP (ωB97M-V/def2-TZVPD)
H 0.771 -0.672 -3.782
H 0.712 1.983 -1.122
C 4.012 1.031 -0.965
H -2.416 -0.803 4.344
H 0.409 -5.440 0.155
H 1.523 5.175 -0.100
H -1.302 2.417 2.624
H 4.333 3.450 0.025
P -0.510 2.021 -0.309
C 0.541 -2.084 0.445
H -1.362 0.259 -1.912
H 0.393 -4.806 -2.251
H 5.844 1.857 -0.864
C -4.671 -5.057 0.344
N 3.558 0.538 -2.046
H 2.544 0.663 -2.067
H -4.568 -3.071 -0.520
H -4.799 -3.120 1.239
H -4.182 -5.630 1.125
C 2.467 3.687 1.101
C 0.418 -2.707 -1.867
H 0.627 -1.292 1.180
C -2.169 2.056 0.634
H -1.810 0.943 6.042
H -3.447 0.670 4.281
H -1.205 2.576 -1.468
H 1.727 3.685 -0.993
H -1.376 -0.318 -0.217
H 1.998 3.183 1.945
N 5.421 0.950 -0.710
H 0.539 -3.647 1.878
C 1.498 -0.576 -4.584
N 3.222 1.593 0.031
Br 1.044 1.053 -5.549
H -0.080 3.807 1.409
Br -0.243 -2.407 -5.963
H 2.482 -0.389 -4.154
H 0.391 -2.441 -2.917
H -1.155 -0.021 2.438
C -0.812 0.242 -0.966
C 0.470 -1.722 -0.895
C 1.540 -1.777 -5.484
H 2.282 1.670 -0.356
H -0.467 0.481 5.009
H 2.878 4.627 1.481
C -2.124 1.879 2.157
H 4.238 2.574 1.535
F 0.343 1.311 1.038
Br -4.164 -5.878 -1.348
C 1.460 4.085 -0.011
H -1.312 2.020 4.761
H 5.567 0.675 0.254
Br -2.396 -3.344 0.666
H -0.699 4.501 -0.070
C -2.142 0.418 2.602
H -2.873 1.313 0.244
C 0.441 -4.404 -0.155
C 3.658 2.848 0.646
H 2.058 -1.581 -6.417
C 0.418 -4.042 -1.485
C -0.001 3.755 0.318
H -2.913 -0.133 2.058
C -2.447 0.263 4.104
H -5.749 -5.191 0.415
O 0.466 -0.402 -1.220
H -3.048 2.321 2.568
C -4.307 -3.597 0.393
C -1.443 0.968 5.011
H 2.011 -2.613 -4.972
H -2.609 3.035 0.421
C 0.501 -3.414 0.822
```

Summary:
gap between HOMO and LUMO = 6.5 eV
DFT total energy = -11800.9560 a.u.
E_LUMO = 2.20 eV
spin multiplicity = 1
total charge = -1


The following is a quantum chemistry calculation of a 13-piece molecular cluster, C26H78O13 overall, from the OMol25 dataset.

```
117
C26H78O13 (ωB97M-V/def2-TZVPD)
H -16.351 -14.979 -20.079
H -16.206 -7.918 -14.621
H -13.551 -15.260 -21.143
C -13.963 -11.181 -21.348
H -8.295 -9.533 -17.414
C -11.083 -16.449 -16.545
H -12.068 -12.217 -18.347
H -13.742 -15.854 -19.646
H -10.180 -15.904 -16.270
O -17.325 -9.371 -18.676
H -12.288 -10.011 -14.804
H -14.746 -12.059 -22.902
O -13.440 -10.368 -17.251
O -11.068 -13.937 -14.055
O -11.947 -8.048 -12.056
H -10.619 -8.370 -13.571
H -11.633 -12.174 -16.648
H -17.054 -12.159 -16.607
O -11.275 -8.770 -18.456
C -9.289 -9.805 -17.769
H -13.981 -11.334 -20.269
H -14.201 -9.963 -16.829
H -14.037 -5.085 -18.683
C -17.362 -13.766 -17.491
C -10.781 -17.755 -17.326
H -9.694 -12.009 -22.503
H -9.127 -13.638 -21.969
O -11.299 -13.041 -20.587
C -13.917 -6.148 -18.893
H -17.328 -10.524 -15.753
H -16.482 -10.522 -14.170
H -13.233 -12.730 -13.535
H -20.518 -8.575 -19.359
H -19.981 -10.269 -19.113
C -12.403 -12.498 -17.349
H -19.205 -14.946 -17.329
H -13.065 -10.784 -21.820
H -9.069 -12.196 -14.588
H -11.683 -18.239 -17.699
H -10.867 -13.900 -11.950
H -14.741 -9.269 -20.758
H -10.854 -12.391 -12.913
H -14.019 -11.924 -15.973
O -14.085 -13.846 -19.803
H -11.777 -9.493 -18.072
H -17.971 -9.895 -14.323
H -15.886 -15.094 -21.642
H -7.421 -15.224 -14.024
C -15.325 -6.497 -19.302
H -15.087 -7.995 -16.627
H -12.169 -13.318 -20.291
H -13.015 -7.644 -18.187
O -11.774 -16.751 -15.392
H -17.269 -8.063 -15.936
H -9.766 -13.516 -23.513
C -19.658 -9.239 -19.269
H -13.207 -12.916 -11.778
H -19.337 -13.806 -18.508
H -18.456 -7.758 -18.293
H -9.167 -12.958 -16.155
H -15.358 -6.146 -20.333
O -14.556 -12.292 -21.990
H -10.313 -8.521 -16.479
C -10.160 -8.590 -17.556
O -8.154 -14.619 -14.159
C -7.419 -13.620 -14.954
C -17.040 -9.924 -14.890
O -15.400 -8.826 -16.262
H -10.175 -17.462 -18.183
H -10.066 -18.414 -16.833
H -16.035 -10.429 -21.169
C -11.696 -8.434 -13.420
C -12.821 -13.318 -12.715
H -16.671 -9.597 -18.011
H -11.334 -14.592 -21.903
H -11.631 -15.654 -17.052
H -19.318 -9.084 -20.292
H -9.130 -10.068 -18.815
C -9.884 -13.082 -22.520
H -14.489 -12.087 -17.534
H -15.061 -9.712 -22.464
H -9.725 -10.678 -17.284
H -16.645 -13.354 -18.201
C -16.508 -8.625 -15.394
H -18.334 -15.030 -18.976
H -12.054 -13.108 -22.454
H -13.035 -10.196 -13.206
H -11.699 -7.122 -12.005
C -18.579 -14.462 -18.079
H -7.900 -11.703 -15.746
H -15.463 -7.579 -19.314
H -13.267 -6.303 -19.755
C -8.466 -12.573 -15.414
H -12.208 -7.725 -14.069
C -18.525 -8.843 -18.217
C -11.205 -13.510 -21.902
C -12.138 -9.873 -13.734
H -9.522 -7.768 -17.880
H -14.472 -13.353 -20.530
O -13.593 -6.966 -17.831
H -15.761 -16.640 -20.788
C -14.265 -15.179 -20.323
H -16.130 -6.028 -18.737
C -13.653 -11.676 -16.969
H -11.728 -15.979 -14.823
H -6.639 -13.111 -14.388
H -13.277 -14.307 -12.777
H -18.793 -9.300 -17.264
H -11.286 -10.530 -13.557
C -11.314 -13.372 -12.792
H -10.114 -14.034 -14.102
C -15.041 -10.070 -21.435
H -16.751 -14.471 -16.928
O -17.808 -12.748 -16.680
H -6.909 -14.072 -15.805
C -15.656 -15.561 -20.684
H -12.423 -13.587 -17.404
```

Summary:
⟨S²⟩ = 0.754
gap between HOMO and LUMO (alpha / beta) = 8.8 / 2.2 eV
DFT total energy = -2014.9574 a.u.
E_LUMO (alpha / beta) = -2.60 / -9.25 eV
energy relative to the best compared isomer or geometry (same formula, charge and spin) = 335.7 kJ/mol
spin multiplicity = 2
total charge = +1


The following is a quantum chemistry calculation of a 2-piece molecular cluster, C2H8N2O overall, from the OMol25 dataset.

```
13
C2H8N2O (ωB97M-V/def2-TZVPD)
C -2.008 1.747 0.211
N -2.328 1.159 1.399
N 0.072 0.546 -0.184
H -1.634 0.934 2.158
H -2.934 2.322 -0.284
H 3.809 -3.572 -0.711
H -1.178 1.823 -1.579
C -1.116 1.199 -0.671
O 4.351 -3.619 0.092
H -2.724 0.217 0.969
H 5.091 -2.981 0.091
H 0.623 0.712 -1.007
H -0.025 -0.486 -0.484
```

Summary:
gap between HOMO and LUMO = 9.3 eV
DFT total energy = -265.6474 a.u.
E_LUMO = 0.58 eV
energy relative to the best compared isomer or geometry (same formula, charge and spin) = 356.4 kJ/mol
spin multiplicity = 1


The following is a quantum chemistry calculation of an isolated ion of composition C5H9O and charge -1, from the OMol25 dataset.

```
15
C5H9O (ωB97M-V/def2-TZVPD)
C 1.468 0.049 0.724
H -1.472 -1.049 0.914
C -1.538 -0.208 0.146
H 2.638 1.357 2.041
H 3.004 1.403 0.229
H 1.131 -1.569 -0.481
C 0.954 -0.471 -0.567
C -0.528 -0.148 -0.988
H -0.814 -0.788 -1.840
H 0.920 -0.404 1.659
O -2.776 -0.207 -0.324
H -1.186 0.810 0.627
H 1.566 -0.087 -1.448
H -0.369 0.961 -1.245
C 2.442 0.947 1.041
```

Summary:
gap between HOMO and LUMO = 6.0 eV
DFT total energy = -271.0741 a.u.
E_LUMO = 3.91 eV
energy relative to the best compared isomer or geometry (same formula, charge and spin) = 85.4 kJ/mol
spin multiplicity = 1
total charge = -1


The following is a quantum chemistry calculation of a 2-piece molecular cluster, C2H2N2O overall, from the OMol25 dataset.

```
7
C2H2N2O (ωB97M-V/def2-TZVPD)
C 0.773 -1.367 -0.908
H 1.360 -0.707 -1.511
N 0.126 -2.051 -0.241
N -0.031 1.254 0.122
C -0.805 0.647 0.848
H 0.092 2.252 0.207
O -1.514 -0.028 1.483
```

Summary:
gap between HOMO and LUMO = 11.9 eV
DFT total energy = -262.1421 a.u.
E_LUMO = 0.74 eV
energy relative to the best compared isomer or geometry (same formula, charge and spin) = 57.2 kJ/mol
spin multiplicity = 1


The following is a quantum chemistry calculation of one molecule with the formula CH4ClN3S, from the OMol25 dataset.

```
10
CH4ClN3S (ωB97M-V/def2-TZVPD)
H 0.947 -1.524 -1.560
N -1.704 -0.323 -0.014
N 1.359 -0.164 -0.473
N 0.783 -1.267 -0.570
Cl 1.863 2.292 0.124
H 1.072 0.480 1.565
C 1.046 0.776 0.529
H -2.261 -0.366 -0.867
S -1.149 1.130 0.602
H -1.955 -1.033 0.664
```

Summary:
gap between HOMO and LUMO = 8.4 eV
DFT total energy = -1063.0389 a.u.
E_LUMO = -0.27 eV
energy relative to the best compared isomer or geometry (same formula, charge and spin) = 110.6 kJ/mol
spin multiplicity = 1


The following is a quantum chemistry calculation of a 2-piece molecular cluster, C4H11N2 overall, from the OMol25 dataset.

```
17
C4H11N2 (ωB97M-V/def2-TZVPD)
H 0.888 -1.024 1.127
H 1.017 2.791 1.672
N 0.626 -1.294 0.164
H -0.428 -2.791 -0.812
C -0.148 -2.578 0.208
H -0.806 0.609 -2.450
H 0.000 -0.494 -0.209
H 1.693 1.637 0.273
H -1.280 1.967 1.276
H -1.073 -2.334 0.786
H 1.499 -1.374 -0.433
H 0.427 -3.356 0.709
C 0.796 2.043 0.906
N -0.893 0.875 -0.404
H -0.952 2.367 -1.819
C -0.915 1.308 -1.623
C -0.452 1.648 0.631
```

Summary:
gap between HOMO and LUMO = 9.8 eV
DFT total energy = -268.2067 a.u.
E_LUMO = -3.52 eV
energy relative to the best compared isomer or geometry (same formula, charge and spin) = 257.7 kJ/mol
spin multiplicity = 1
total charge = +1


The following is a quantum chemistry calculation of a 9-piece molecular cluster, C46H98F12N2O29S4 overall, from the OMol25 dataset.

```
191
C46H98F12N2O29S4 (ωB97M-V/def2-TZVPD)
N -11.232 -5.320 1.692
O -12.933 -5.708 -0.322
H -3.117 -0.941 -9.536
H 11.277 -5.507 -5.939
H 15.566 -3.266 -4.202
C -2.012 7.063 -9.767
C 1.408 -1.782 8.418
C 7.311 -4.823 -5.668
H 5.626 -2.160 3.804
H 9.217 -6.120 -4.077
C 2.730 8.174 5.098
H -1.575 5.433 -5.967
H -4.731 1.564 -6.453
H 3.523 2.155 -7.213
H 2.361 1.769 10.133
C 1.744 10.283 5.645
F -2.303 -2.302 -3.924
C 6.080 -2.556 2.896
H 1.312 2.148 -5.462
H 8.481 -4.796 -3.145
H 0.407 14.451 6.248
C 1.157 3.146 -5.872
H 0.736 -1.771 9.276
C 5.710 -1.505 1.792
C -11.097 -3.736 -0.658
H -12.822 -4.979 5.178
C 5.110 2.647 9.952
H -13.299 -6.273 6.100
H 5.173 1.833 7.932
H -5.768 0.427 -9.218
H 3.322 6.198 4.249
H 1.089 0.728 7.642
H -0.073 11.177 4.734
H -5.355 3.833 -6.016
C -6.651 -5.572 5.291
H -6.810 -5.889 7.402
H -5.172 5.017 -7.382
O 0.234 0.592 -0.417
H 0.614 0.362 9.366
F -3.421 1.125 0.694
H 14.398 -4.556 -3.621
O -3.805 0.997 -8.975
H 5.847 8.505 3.479
H -1.052 3.131 -5.509
C -12.420 -8.017 1.773
O -0.714 4.183 -7.293
H 6.117 2.244 10.061
O 1.972 3.375 -6.983
O 13.518 -3.177 -4.763
H -6.585 3.987 -7.186
H 15.252 -4.340 -5.311
F -2.677 -4.056 -2.776
O -9.770 -7.458 1.683
O -0.982 -0.800 1.109
C -2.680 -2.703 -2.766
C 0.147 13.600 5.618
H 12.935 -3.720 -6.734
C 3.323 3.205 -7.000
H 11.858 -2.874 -5.790
N -1.946 -0.434 -1.234
O 8.624 -4.563 -5.257
H 10.384 -4.355 -2.480
S -1.073 0.067 -0.102
C -5.501 4.022 -7.079
H 2.693 10.662 6.024
F -1.682 2.037 1.650
O 11.656 -5.045 -3.915
O -13.162 -3.817 1.210
H 12.855 -5.730 -5.545
C 4.467 1.881 8.761
H -1.132 0.390 -9.557
F -12.468 -9.173 1.142
H -7.043 -7.371 6.413
O -11.169 -5.493 6.264
H 3.802 4.849 11.098
C -12.606 -5.433 6.145
C 2.043 1.847 9.093
H -3.852 -0.049 -10.851
H -0.062 6.690 -8.258
C -5.192 1.714 -7.429
H -4.896 -0.377 -7.939
S -12.265 -4.830 0.589
O 2.236 -0.666 8.704
C -7.265 -6.308 6.504
H 7.168 -2.545 2.959
C 5.326 7.611 3.135
H -9.670 -7.901 6.903
H 5.044 -1.010 -0.668
C -1.865 0.717 -10.294
H -9.071 -6.926 8.317
H -1.107 3.884 -10.550
H 3.504 -5.499 -0.094
H 3.790 -3.560 3.044
H 0.080 5.818 -6.067
H 6.721 -4.050 -5.176
H 0.991 -1.696 7.415
C 0.959 11.457 4.946
C 3.044 7.183 3.874
H -6.140 -3.306 4.223
O -4.890 3.040 -7.924
H 7.053 -5.848 -5.402
H -10.747 -5.631 8.286
O 4.385 -6.631 1.517
H -0.440 2.628 -11.574
H 2.130 7.002 3.309
H 1.445 11.703 4.002
H 5.887 7.169 2.312
F -3.921 -2.322 -2.448
C 1.427 0.499 8.653
H 4.097 -6.011 3.474
O 6.431 -1.839 0.593
H 1.086 9.839 6.393
H 4.470 0.824 9.027
C 3.900 -5.647 2.465
C 9.057 -5.043 -4.037
H 10.358 -3.344 -3.852
H 4.513 -6.648 -0.643
C -9.454 -6.908 7.296
F -10.398 -2.792 -0.029
H 3.910 3.602 -7.828
H 3.348 4.500 9.324
F -10.197 -4.633 -1.266
H 6.664 -1.212 -1.397
O -0.147 -2.195 -2.121
C 4.351 -4.190 2.354
O -7.603 -4.632 4.801
C -0.338 3.172 -6.333
H 1.250 2.586 8.975
H -7.791 -2.928 3.834
O 5.750 -3.945 2.693
C -10.780 -6.227 7.374
O -2.101 2.119 -10.374
H -2.717 6.756 -10.539
H -7.095 -4.165 2.862
F -2.297 2.477 -0.487
O 5.269 4.053 9.773
O -1.664 -3.043 -0.318
C 12.027 -5.073 -5.278
H 7.186 -4.624 -6.732
O -8.684 -6.132 6.392
H 2.959 -7.207 0.068
O -1.882 6.022 -8.831
H -11.562 -6.916 7.691
C 12.593 -3.675 -5.700
H 2.109 7.574 5.762
O 2.026 9.298 4.666
C 4.099 4.810 10.051
H -12.953 -4.785 6.951
H -6.270 1.706 -7.268
S -10.921 -6.932 1.000
H 6.365 0.078 -0.363
C -1.032 6.565 -7.776
H -0.144 2.757 -9.745
H 2.820 -5.752 2.565
F -11.903 -3.321 -1.571
H 5.376 6.822 3.885
F -12.175 -8.305 3.067
C -3.244 0.059 -9.953
H 4.629 -1.613 1.708
H -0.527 2.232 -6.850
C -0.840 2.828 -10.580
C -7.072 -3.746 3.868
C 14.734 -3.927 -4.446
H 4.256 -3.902 1.307
O 1.048 12.509 5.825
H 0.118 14.072 4.636
H -0.884 13.368 5.886
H 5.828 -0.459 2.074
H -1.553 0.391 -11.286
H -6.398 -6.260 4.484
O -10.849 -7.174 -0.434
C 10.387 -4.396 -3.569
C -5.006 0.578 -8.453
S -1.481 -2.103 -1.429
H 3.875 3.398 -6.081
O 3.180 2.299 8.365
O 3.913 7.777 2.893
C 3.796 -6.515 0.167
H 1.451 3.768 -5.027
H 4.681 2.341 10.906
C -0.757 5.493 -6.684
H 2.106 -2.619 8.415
H 3.630 8.522 5.604
C 6.117 -0.976 -0.484
C -2.195 1.587 0.455
H -5.705 -5.127 5.599
H -2.416 8.027 -9.457
F -13.604 -7.350 1.638
H -1.416 7.501 -7.372
H 4.328 5.843 9.786
H -1.084 7.195 -10.324
```

Summary:
gap between HOMO and LUMO = 7.9 eV
DFT total energy = -6893.4144 a.u.
E_LUMO = 2.56 eV
spin multiplicity = 1
total charge = -2


The following is a quantum chemistry calculation of a 2-piece molecular cluster, CH5BOS overall, from the OMol25 dataset.

```
9
CH5BOS (ωB97M-V/def2-TZVPD)
C 0.890 -0.662 0.062
H -1.227 0.165 -1.644
B -1.028 0.159 -0.548
H 2.551 1.061 1.069
S 2.348 0.380 -0.047
H -2.747 1.033 0.219
H 0.600 -0.986 1.005
H 1.093 -1.374 -0.639
O -1.847 0.618 0.347
```

Summary:
gap between HOMO and LUMO = 8.1 eV
DFT total energy = -539.3210 a.u.
E_LUMO = 0.31 eV
energy relative to the best compared isomer or geometry (same formula, charge and spin) = 285.0 kJ/mol
spin multiplicity = 1


The following is a quantum chemistry calculation of an isolated ion of composition CHNO2P and charge -1, from the OMol25 dataset.

```
6
CHNO2P (ωB97M-V/def2-TZVPD)
C 1.172 0.580 -0.154
P 0.013 -0.582 0.635
N 2.191 1.043 -0.445
H -1.846 0.353 -0.176
O -0.139 -1.736 -0.528
O -1.391 0.341 0.668
```

Summary:
gap between HOMO and LUMO = 7.9 eV
DFT total energy = -585.3811 a.u.
E_LUMO = 4.28 eV
energy relative to the best compared isomer or geometry (same formula, charge and spin) = 18.3 kJ/mol
spin multiplicity = 1
total charge = -1